Record 1
Density functional theory data (the ωB97M-V functional and the def2-TZVPD basis) for a 2-piece molecular cluster, C23H21N2O3 overall.

XYZ file:
```
49
Properties=species:S:1:pos:R:3:mulliken_charge:R:1
C -5.9870 3.6550 -0.1290 -0.2693
C -5.3311 4.8930 -0.3303 -0.5351
C -3.9243 4.9417 -0.3700 -0.3413
C -3.1602 3.7652 -0.2369 0.4782
C -1.6802 3.7971 -0.4061 0.1911
N -1.0639 2.5518 -0.3068 -0.1993
N 0.3451 2.5027 -0.5924 -0.5088
O -1.0606 4.8736 -0.5509 -0.6820
C -3.8252 2.5714 0.0690 -0.2192
C -5.2300 2.4855 0.0824 -0.7302
H -7.0860 3.5990 -0.1467 0.3589
H -5.9365 5.8052 -0.4681 0.3619
H -3.4309 5.9045 -0.5135 0.4096
H -1.5689 1.7574 -0.6708 0.2363
H 0.5364 3.4944 -0.8577 0.3111
H 0.7995 2.3987 0.3473 0.3569
H -3.2411 1.6862 0.3012 0.5371
H -5.7297 1.5169 0.2508 0.3447
C 0.4615 -6.5553 3.5595 -0.7898
O -0.4448 -5.6860 2.8346 -0.4180
C 0.0602 -4.6957 2.0588 0.8743
C -0.8819 -3.8613 1.4024 -0.9356
C -0.4380 -2.7865 0.6574 -0.4428
C 0.9420 -2.4665 0.5264 0.2821
C 1.3951 -1.3250 -0.2392 0.9070
O 2.7476 -1.2062 -0.2272 -0.4385
C 3.3387 -0.2017 -0.9613 0.3723
C 2.5677 0.7390 -1.6722 0.6112
C 3.2835 1.6304 -2.5171 -0.4143
C 4.6641 1.5668 -2.6280 -0.7666
C 5.3893 0.5820 -1.9297 -0.3467
C 4.7218 -0.3154 -1.1025 -0.7232
C 1.1362 0.7374 -1.5219 -0.1952
C 0.5937 -0.3772 -0.8626 -0.3130
C 1.8601 -3.3568 1.1408 -0.5362
C 1.4495 -4.4437 1.8972 -0.5839
H -0.2090 -7.2348 4.0892 0.2441
H 1.1098 -7.1239 2.8740 0.3305
H 1.0678 -5.9798 4.2762 0.3437
H -1.9430 -4.0880 1.5141 0.4179
H -1.1517 -2.1631 0.1243 0.3921
H 2.7107 2.3789 -3.0655 0.4283
H 5.1954 2.2410 -3.3094 0.3826
H 6.4736 0.5040 -2.0781 0.3911
H 5.2554 -1.1591 -0.6609 0.4175
H 0.5444 1.2484 -2.2963 0.3878
H -0.4782 -0.4967 -0.7347 0.2396
H 2.9344 -3.2279 1.0212 0.4059
H 2.2182 -5.0766 2.3593 0.3751
```

Its HOMO energy is -11.4 eV. The orbital gap comes out at 7.15 eV. Its spin multiplicity is 1. The charge is +1.

Record 2
Density functional theory data (the ωB97M-V functional and the def2-TZVPD basis) for a 6-piece molecular cluster, C36H84O18 overall.

XYZ file:
```
138
Properties=species:S:1:pos:R:3:mulliken_charge:R:1
C 3.8201 -4.3322 8.7564 -0.6259
O 4.5375 -3.1450 8.4494 -0.3342
C 5.3198 -3.0983 7.2285 -0.1876
C 6.1532 -1.8534 6.9446 -0.6960
O 5.4759 -0.7457 6.3623 -0.4318
C 4.8152 -0.9177 5.1143 -0.1655
C 4.6471 0.3185 4.2807 -0.8066
O 4.4661 0.3056 2.9150 -0.1879
C 5.5867 -0.2463 2.1139 -0.8557
H 3.1858 -4.4024 7.8727 0.2915
H 3.2651 -4.1989 9.6851 0.2128
H 4.5254 -5.1469 8.9202 0.2647
H 4.6548 -3.2298 6.3750 0.2849
H 6.1036 -3.8555 7.2128 0.3228
H 7.1349 -2.0481 6.5129 0.3487
H 6.3833 -1.2940 7.8514 0.3697
H 3.7771 -1.2194 5.2535 0.1868
H 5.3210 -1.7170 4.5726 0.4572
H 5.2197 1.1644 4.6611 0.3263
H 3.6458 0.6256 4.5827 0.2648
H 6.5685 -0.0318 2.5361 0.3565
H 5.4367 0.0807 1.0850 0.2870
H 5.3115 -1.2947 1.9989 0.3156
C -0.0533 -0.0126 -4.1780 -0.7095
O -0.9248 1.0099 -3.6337 -0.2207
C -0.3176 2.3457 -3.5452 -0.5461
C 1.0531 2.4079 -2.9110 -0.1576
O 1.4852 3.7461 -2.9858 -0.4631
C 2.8956 3.8941 -3.0899 -0.4539
C 3.4338 3.9855 -1.6297 -0.2486
O 4.6327 4.7749 -1.5975 -0.4039
C 5.2150 4.8268 -0.2857 -0.6319
H -0.6103 -0.9066 -4.4581 0.2019
H 0.7805 -0.3301 -3.5518 0.1727
H 0.3216 0.2727 -5.1609 0.3830
H -1.0726 2.7872 -2.8948 0.1746
H -0.3321 2.8666 -4.5025 0.3997
H 1.7553 1.7199 -3.3819 0.4788
H 1.0086 2.2066 -1.8407 0.0811
H 2.9927 4.9003 -3.4977 0.2780
H 3.3526 3.1702 -3.7646 0.3594
H 3.5925 2.9808 -1.2378 0.2358
H 2.6680 4.5153 -1.0631 0.3524
H 6.1262 5.4150 -0.3942 0.2468
H 5.5064 3.8177 0.0057 0.2298
H 4.4898 5.3480 0.3393 0.3067
C -2.8764 -2.3387 5.6532 -0.7690
O -3.6417 -1.4921 4.8570 -0.3460
C -3.4486 -1.4138 3.4994 -0.2164
C -4.4169 -0.4466 2.7452 -0.8348
O -4.1535 0.9105 2.9267 -0.1701
C -4.3998 1.4714 4.1938 -0.3031
C -3.9079 2.8932 4.4691 -0.6627
O -4.6043 3.9840 3.9014 -0.4071
C -4.6672 3.9685 2.4510 -0.3664
H -3.3116 -2.1811 6.6401 0.2470
H -1.8269 -2.0704 5.5323 0.3075
H -3.1054 -3.3891 5.4736 0.2963
H -3.3028 -2.3673 2.9917 0.6066
H -2.4668 -0.9952 3.2782 0.0442
H -5.4718 -0.6063 2.9684 0.4160
H -4.3165 -0.5787 1.6679 0.3345
H -3.8858 0.8522 4.9290 0.2843
H -5.4728 1.3575 4.3480 0.3782
H -2.8663 3.0890 4.2141 0.2692
H -3.8365 2.9726 5.5538 0.3825
H -5.0568 4.9239 2.0993 0.2567
H -5.2847 3.0946 2.2436 0.1937
H -3.6875 3.8074 2.0011 0.1087
C -0.4408 -4.4878 -3.5560 -0.7204
O -0.4742 -5.8816 -3.0774 -0.3938
C -1.0957 -6.1188 -1.8030 -0.7727
C -0.1700 -5.7042 -0.5774 0.4355
O 0.9238 -6.7135 -0.6924 -0.3163
C 1.8854 -6.4008 0.3265 0.0755
C 3.1908 -7.0223 0.0116 -0.7384
O 3.5804 -6.9162 -1.3241 -0.3467
C 4.2763 -5.7178 -1.8162 -0.5677
H 0.5544 -4.0601 -3.4352 0.2110
H -1.1784 -3.7772 -3.1830 0.3335
H -0.6387 -4.7299 -4.6002 0.3466
H -1.3351 -7.1815 -1.8408 0.3120
H -2.0105 -5.5337 -1.8970 0.4523
H -0.8361 -5.8041 0.2796 0.2883
H 0.1474 -4.6659 -0.6746 -0.2825
H 1.5011 -6.9764 1.1686 0.3028
H 2.1310 -5.3530 0.4993 -0.0614
H 3.1479 -8.1094 0.0782 0.3343
H 3.9981 -6.6869 0.6627 0.3735
H 4.5155 -5.9533 -2.8532 0.2684
H 5.2134 -5.5516 -1.2848 0.3065
H 3.6845 -4.8041 -1.7617 0.1538
C -4.3084 1.4126 -3.4760 -0.5625
O -4.8767 2.2419 -4.5921 -0.3993
C -4.2246 3.4955 -4.7289 -0.3402
C -4.8560 4.3573 -5.9308 -0.3674
O -4.5862 3.6710 -7.0859 -0.3361
C -5.5504 4.0832 -8.0881 -0.6685
C -5.2509 5.4136 -8.6810 -0.4190
O -5.5038 6.5757 -7.8739 -0.3241
C -5.0151 7.8893 -8.2636 -0.7529
H -3.6063 0.6575 -3.8297 0.1672
H -5.1922 0.8882 -3.1127 0.3291
H -3.8489 1.9929 -2.6759 0.2347
H -3.1413 3.3984 -4.7997 0.0999
H -4.5086 4.0563 -3.8385 0.4210
H -4.3023 5.2949 -5.9789 0.2972
H -5.9129 4.3017 -5.6701 0.3140
H -6.5648 4.0203 -7.6942 0.3699
H -5.6800 3.4734 -8.9822 0.3983
H -5.8668 5.5515 -9.5697 0.3704
H -4.1633 5.4848 -8.6944 0.3303
H -5.5831 8.5996 -7.6628 0.2557
H -5.3561 8.1496 -9.2656 0.3111
H -3.9404 8.0593 -8.1984 0.2918
C 0.9428 -2.3501 2.6754 -0.6359
O 1.4674 -3.1226 1.5514 -0.3862
C 2.2156 -2.2434 0.5582 -0.4265
C 1.4181 -1.3258 -0.3990 -0.1422
O 0.5719 -0.4469 0.2822 0.0365
C -0.5300 0.0223 -0.5454 0.3353
C -1.4069 1.2080 0.0158 0.0488
O -0.7033 2.3132 0.5675 -0.4155
C -0.4345 2.0791 1.9426 -0.3235
H 0.7781 -3.0132 3.5247 0.3412
H -0.0842 -1.9864 2.6420 0.2151
H 1.6091 -1.5520 3.0029 0.1991
H 2.8009 -3.0064 0.0449 0.3709
H 2.8718 -1.6219 1.1675 0.0158
H 0.7449 -1.9242 -1.0129 0.2826
H 2.0131 -0.7349 -1.0954 0.2069
H -1.2258 -0.7386 -0.8990 0.2918
H 0.0246 0.4366 -1.3874 -0.4611
H -2.1391 0.7350 0.6702 -0.1975
H -2.0128 1.4956 -0.8434 0.1044
H -1.2678 1.5727 2.4297 -0.0446
H -0.1612 2.9624 2.5198 0.3123
H 0.4312 1.4173 1.9678 0.1445
```

As for the SMILES: COCCOCCOC.COCCOCCOC.COCCOCCOC.COCCOCCOC.COCCOCCOC.COCCOCCOC. Its HOMO energy is -9.4 eV. The orbital gap comes out at 9.69 eV. Its spin multiplicity is 1. The charge is 0. The value obtained for the energy above the lowest of the compared OMol25 structures with the same formula, charge and spin is 329.6 kcal/mol.

Record 3
Density functional theory data (the ωB97M-V functional and the def2-TZVPD basis) for one molecule with the formula C3H4N2O3.

XYZ file:
```
12
Properties=species:S:1:pos:R:3:mulliken_charge:R:1
H 2.4370 -1.1372 -0.3385 0.2554
N 2.4035 -0.0873 -0.1343 -0.6772
C 1.0966 0.1997 -0.1178 0.5262
O 0.6836 1.5245 -0.0647 -0.3838
C -0.7752 1.6757 0.1708 -0.0966
C -1.1452 0.3427 0.2121 0.1092
O -2.3066 -0.2540 -0.3043 -0.5114
N -0.0375 -0.3706 -0.2672 0.1685
O -0.0328 -1.8042 0.1103 -0.4667
H -0.8137 2.8412 -0.0918 0.3180
H -2.2918 -1.2910 -0.0524 0.3793
H 0.7823 -1.6395 0.8778 0.3792
```

As for the SMILES: [H]/N=c1/occ(O)n1O. Its HOMO energy is -8.9 eV. The orbital gap comes out at 8.86 eV. Its spin multiplicity is 1. The charge is 0. The value obtained for the energy above the lowest of the compared OMol25 structures with the same formula, charge and spin is 151.0 kcal/mol.

Record 4
Density functional theory data (the ωB97M-V functional and the def2-TZVPD basis) for a 2-piece molecular cluster, C2H7NS overall.

XYZ file:
```
11
Properties=species:S:1:pos:R:3:mulliken_charge:R:1
C -0.6848 0.9100 -0.1798 -0.7678
C -0.3956 -0.4264 0.3786 -0.3432
N 0.4801 -1.0978 -0.4696 -0.5342
S 2.5735 -0.1578 0.3347 -0.2173
H -1.1801 1.6972 0.4889 0.2897
H 0.3556 1.2265 -0.4053 0.1933
H -1.3282 0.8037 -1.0127 0.2493
H 0.0901 -0.4847 1.4262 0.2921
H -1.3342 -0.9221 0.5760 0.4141
H 0.4529 -2.0938 -0.2000 0.2659
H 3.4391 -0.1968 -0.7216 0.1580
```

Its HOMO energy (alpha / beta) is -9.3 / -9.3 eV. The orbital gap (alpha / beta) comes out at 7.77 / 7.77 eV. Its spin multiplicity is 1. The charge is 0. The value obtained for the energy above the lowest of the compared OMol25 structures with the same formula, charge and spin is 72.5 kcal/mol.

Record 5
Density functional theory data (the ωB97M-V functional and the def2-TZVPD basis) for a 3-piece molecular cluster, C4H10O2 overall.

XYZ file:
```
16
Properties=species:S:1:pos:R:3:mulliken_charge:R:1
C 1.2788 1.4443 -0.0408 -0.6283
C 0.8158 2.2993 0.8685 -0.1642
C 0.0338 1.7933 2.0304 -0.1837
C -1.0101 2.4958 2.5010 -0.6942
H 1.3577 0.3771 0.1495 0.2133
H 1.5679 1.7252 -1.0501 0.2421
H 0.7317 3.3802 0.8294 0.3589
H 0.3596 0.8605 2.4779 0.3227
H -1.3778 2.2847 3.5085 0.2579
H -1.6194 2.9847 1.7496 0.2758
O -1.5991 -2.7474 -1.0765 -0.6422
H -2.4516 -3.1882 -1.1120 0.3154
H -1.0778 -3.0181 -1.8297 0.3554
O 0.7496 -3.2116 -2.8316 -0.6670
H 1.0461 -2.9822 -1.9524 0.3275
H 1.3158 -3.1553 -3.6039 0.3104
```

As for the SMILES: C=CC=C.O.O. Its HOMO energy is -8.6 eV. The orbital gap comes out at 9.26 eV. Its spin multiplicity is 1. The charge is 0. The value obtained for the energy above the lowest of the compared OMol25 structures with the same formula, charge and spin is 63.0 kcal/mol.

Record 6
Density functional theory data (the ωB97M-V functional and the def2-TZVPD basis) for one molecule with the formula C5H10O.

XYZ file:
```
16
Properties=species:S:1:pos:R:3:mulliken_charge:R:1
C 0.0145 1.0351 -2.0412 -1.1399
C 0.0217 -0.2423 -1.2089 -0.4876
C 0.5250 0.0116 0.2012 0.2345
C -0.4120 0.4355 1.3185 -0.6058
C 0.1862 -0.8209 2.0729 -0.4806
O 0.8288 -1.2303 0.8725 -0.4554
H -0.6532 1.7818 -1.5967 0.2975
H 1.0198 1.4712 -2.0794 0.3249
H -0.3148 0.8516 -3.0685 0.3496
H -0.9746 -0.7052 -1.1896 0.2814
H 0.7003 -0.9873 -1.6470 0.2751
H 1.4055 0.6685 0.1520 0.2099
H -1.4698 0.2472 1.0982 0.3129
H -0.0180 0.9958 2.1319 0.3428
H -0.6574 -1.3825 2.4654 0.2684
H 0.9394 -0.7623 2.9065 0.2722
```

As for the SMILES: CC[C@H]1CCO1. Its HOMO energy is -9.5 eV. The orbital gap comes out at 10.63 eV. Its spin multiplicity is 1. The charge is 0. The value obtained for the energy above the lowest of the compared OMol25 structures with the same formula, charge and spin is 53.1 kcal/mol.

Record 7
Density functional theory data (the ωB97M-V functional and the def2-TZVPD basis) for a 2-piece molecular cluster, CH5NOS overall.

XYZ file:
```
9
Properties=species:S:1:pos:R:3:mulliken_charge:R:1
N -0.7786 0.0110 -2.1252 -0.3332
C -0.0480 -0.2085 -1.0429 0.1813
O -0.5018 0.1177 0.1091 -0.5816
H -1.6448 0.4728 -1.9725 0.2361
H -0.6078 -0.4487 -2.9884 0.2189
H 0.8666 -0.8519 -1.0389 0.3005
S 1.5257 0.0269 3.1758 -0.3404
H 0.5859 -0.0767 2.1753 0.1713
H 0.6027 0.9576 3.7077 0.1470
```

As for the SMILES: NC=O.S. Its HOMO energy is -9.1 eV. The orbital gap comes out at 9.91 eV. Its spin multiplicity is 1. The charge is 0. The value obtained for the energy above the lowest of the compared OMol25 structures with the same formula, charge and spin is 11.2 kcal/mol.

Record 8
Density functional theory data (the ωB97M-V functional and the def2-TZVPD basis) for C6H18N4 as an isolated structure.

XYZ file:
```
28
Properties=species:S:1:pos:R:3:mulliken_charge:R:1
C -0.7625 -0.2423 0.3414 0.9528
C 1.8589 0.0682 -0.0932 0.8055
C 0.1081 0.3607 -0.6681 -1.6758
C -2.1764 -0.0529 -1.0492 -0.6265
C 2.1060 0.2816 1.3845 -1.7796
C -3.4440 0.5581 -0.4827 -1.1598
N -0.4787 -1.5534 0.7190 -0.3300
N -1.1376 0.5870 1.3960 -0.4160
N 2.1351 -1.3406 -0.4155 -0.5828
N 2.6336 1.0351 -0.8439 -0.6247
H -1.1583 -2.0139 1.3067 0.1876
H 0.3505 -1.9427 0.2634 0.2943
H -1.6942 0.1606 2.1214 0.1753
H -0.7992 1.5351 1.4278 0.1642
H 3.0454 -1.6397 -0.0633 0.2516
H 2.1442 -1.4790 -1.4213 0.2025
H 3.6382 0.9190 -0.7095 0.2608
H 2.4454 0.9817 -1.8389 0.2306
H 0.0508 1.4403 -0.7132 0.3841
H 0.1882 -0.1721 -1.6065 0.5395
H -2.3174 -1.1085 -1.2915 0.3095
H -1.9531 0.4272 -2.0030 0.3656
H 3.1656 0.1164 1.6332 0.5096
H 1.5238 -0.4237 1.9766 0.2950
H 1.8698 1.3081 1.6579 0.3491
H -4.2764 0.5274 -1.1933 0.4089
H -3.2936 1.6186 -0.2592 0.2542
H -3.7723 0.0437 0.4245 0.2544
```

Its HOMO energy is -6.9 eV. The orbital gap comes out at 7.88 eV. Its spin multiplicity is 1. The charge is 0. The value obtained for the energy above the lowest of the compared OMol25 structures with the same formula, charge and spin is 55.8 kcal/mol.